Computed, not measured: C21H14Cl2F6N3O6S3Sr as an isolated structure, with ωB97M-V with the def2-TZVPD basis set.

ΔE to the lowest compared entry with this formula, charge and spin in kJ/mol: 0.00
Gap between HOMO and LUMO in eV: 7.369
E in Eh: -4169.52333
HOMO energy in eV: -4.9
Lowest unoccupied orbital energy in eV: 2.436
Charge: -1

CARTESIAN COORDINATES (ANGSTROEM)
Sr: -0.871 1.197 -1.590
F: 4.551 1.773 -2.623
C: 3.794 1.565 -3.701
F: 4.291 2.260 -4.718
F: 3.838 0.267 -4.004
S: 2.044 2.027 -3.374
O: 1.678 1.213 -2.223
O: 1.320 1.764 -4.581
N: 2.269 3.546 -3.051
S: 1.168 4.385 -2.300
O: -0.051 3.636 -2.068
O: 1.074 5.712 -2.808
C: 1.901 4.576 -0.621
F: 3.084 5.189 -0.701
F: 1.093 5.306 0.143
F: 2.078 3.386 -0.051
S: -3.436 0.991 -3.001
C: -3.017 -0.696 -2.956
C: -3.960 -1.699 -3.265
C: -3.601 -3.023 -3.196
C: -2.305 -3.369 -2.810
C: -1.435 -2.341 -2.521
N: -1.763 -1.049 -2.604
H: -4.958 -1.397 -3.548
H: -4.325 -3.794 -3.433
H: -1.987 -4.399 -2.728
H: -0.420 -2.550 -2.200
Cl: 0.837 -2.923 1.067
C: 1.578 -1.390 1.390
C: 2.286 -0.784 0.367
C: 2.955 0.408 0.588
C: 2.917 0.986 1.844
C: 2.181 0.383 2.844
Cl: 2.129 1.157 4.411
C: 1.465 -0.807 2.657
N: 0.746 -1.392 3.700
C: -0.625 -1.800 3.532
C: -0.949 -3.103 3.894
C: -2.243 -3.572 3.770
C: -3.226 -2.731 3.264
C: -2.905 -1.431 2.921
C: -1.611 -0.932 3.062
C: -1.347 0.506 2.710
C: -1.094 0.756 1.221
O: -1.053 -0.232 0.443
O: -0.958 1.950 0.848
H: 2.309 -1.258 -0.605
H: 3.489 0.887 -0.219
H: 3.426 1.917 2.048
H: 0.899 -0.910 4.574
H: -0.152 -3.745 4.246
H: -2.480 -4.592 4.047
H: -4.241 -3.088 3.139
H: -3.672 -0.772 2.530
H: -0.504 0.920 3.263
H: -2.212 1.115 2.980

***

Computed, not measured: C6H15N3 as an isolated structure at a distorted geometry, with ωB97M-V with the def2-TZVPD basis set.

ΔE to the lowest compared entry with this formula, charge and spin in kJ/mol: 319.06
Gap between HOMO and LUMO in eV: 8.853
E in Eh: -401.76575
HOMO energy in eV: -7.9
Lowest unoccupied orbital energy in eV: 0.987

CARTESIAN COORDINATES (ANGSTROEM)
C: 1.734 0.253 0.742
C: 2.198 -0.908 -0.059
C: 0.833 -1.040 -0.699
C: 1.883 1.571 0.429
H: 1.281 -0.014 1.686
H: 2.474 -1.764 0.556
H: 2.974 -0.638 -0.775
H: 0.792 -0.587 -1.687
H: 0.577 -2.097 -0.780
H: 0.003 1.398 -0.413
H: 2.519 1.882 -0.388
H: 1.583 2.332 1.134
C: -1.016 -0.479 -0.182
N: -1.142 -0.833 1.172
N: -1.842 -1.270 -1.022
N: -1.835 1.856 0.369
C: -1.050 0.993 -0.494
H: -1.366 -1.801 1.361
H: -1.714 -0.231 1.745
H: -1.610 -2.259 -0.976
H: -1.796 -0.985 -1.993
H: -2.755 1.478 0.561
H: -1.358 2.014 1.245
H: -1.366 1.129 -1.532

***

Computed, not measured: a 2-piece molecular cluster, C4H13N3 overall at a distorted geometry, with ωB97M-V with the def2-TZVPD basis set.

ΔE to the lowest compared entry with this formula, charge and spin in kJ/mol: 124.69
Gap between HOMO and LUMO in eV: 9.361
E in Eh: -324.42744
HOMO energy in eV: -8.4
Lowest unoccupied orbital energy in eV: 0.914
Structure (SMILES): [H]/N=C(/C)N(C)C.N

CARTESIAN COORDINATES (ANGSTROEM)
C: 1.638 -0.277 -1.078
C: -0.751 -0.734 -1.436
N: 0.265 0.095 -0.826
N: 0.176 -1.432 1.878
H: -0.768 -1.642 2.189
H: 0.751 -1.644 2.690
H: 1.723 -0.972 -1.913
H: 2.098 -0.762 -0.211
H: -0.324 -1.399 -2.186
H: -1.511 -0.112 -1.907
H: -1.226 -1.378 -0.690
H: 2.215 0.616 -1.326
C: -1.493 1.282 0.445
C: -0.033 0.969 0.226
N: 0.785 1.894 0.608
H: 1.762 1.721 0.391
H: 0.238 -0.326 1.603
H: -2.021 0.388 0.771
H: -1.570 2.030 1.229
H: -1.953 1.682 -0.456

***

Computed, not measured: C15H28F5N4O3TeV as an isolated structure at a distorted geometry, with ωB97M-V with the def2-TZVPD basis set.

ΔE to the lowest compared entry with this formula, charge and spin in kJ/mol: 176.32
Multiplicity: 3
Gap between HOMO and LUMO (spin up / spin down) in eV: 8.856 / 8.839
E in Eh: -2744.01507
HOMO energy (spin up / spin down) in eV: -16.0 / -16.0
Lowest unoccupied orbital energy (spin up / spin down) in eV: -7.110 / -7.126
Expectation value of S²: 2.013
Charge: +2

CARTESIAN COORDINATES (ANGSTROEM)
V: 0.066 -0.912 -0.284
C: -2.385 -1.932 1.072
C: -1.307 -1.944 2.134
N: -0.323 -0.865 1.842
C: -0.705 0.481 2.318
C: -1.391 1.214 1.206
C: -2.301 2.237 1.392
C: -2.835 2.864 0.276
C: -2.428 2.463 -0.990
C: -1.512 1.437 -1.099
C: -0.951 0.936 -2.397
N: -0.668 -0.513 -2.274
C: -1.814 -1.405 -2.608
C: -2.648 -1.634 -1.365
N: -1.727 -1.984 -0.256
N: -1.017 0.807 -0.016
H: -3.082 -2.761 1.203
H: -2.961 -1.006 1.118
H: -1.734 -1.824 3.131
H: -0.764 -2.889 2.109
H: 0.552 -1.128 2.286
H: -1.313 0.438 3.223
H: 0.212 1.026 2.554
H: -2.591 2.531 2.391
H: -3.563 3.656 0.391
H: -2.819 2.938 -1.880
H: -1.609 1.150 -3.241
H: -0.002 1.449 -2.570
H: 0.084 -0.744 -2.918
H: -2.416 -0.980 -3.412
H: -1.397 -2.347 -2.960
H: -3.182 -0.728 -1.076
H: -3.387 -2.420 -1.524
H: -1.380 -2.933 -0.412
C: 3.032 -0.519 1.820
O: 2.627 -0.281 0.463
C: 3.338 0.838 -0.113
C: 2.824 2.158 0.396
O: 1.441 2.242 0.092
C: 0.945 3.561 0.287
H: 4.119 -0.509 1.893
H: 2.678 -1.508 2.107
H: 2.621 0.240 2.488
H: 3.183 0.773 -1.186
H: 4.404 0.732 0.098
H: 3.385 2.956 -0.103
H: 2.979 2.275 1.475
H: 1.468 4.273 -0.356
H: 1.061 3.876 1.328
H: -0.112 3.559 0.027
F: 1.946 -1.014 -1.854
Te: 2.262 -2.730 -1.014
F: 3.988 -2.493 -0.433
F: 2.388 -4.495 -0.535
F: 3.006 -3.144 -2.642
F: 0.618 -3.077 -1.954
O: 1.092 -2.388 0.356

***

Computed, not measured: one molecule with the formula C3H3NO2, with ωB97M-V with the def2-TZVPD basis set.

ΔE to the lowest compared entry with this formula, charge and spin in kJ/mol: 219.66
Gap between HOMO and LUMO in eV: 10.833
E in Eh: -321.29398
HOMO energy in eV: -9.9
Lowest unoccupied orbital energy in eV: 0.944
Structure (SMILES): Oc1ccon1

CARTESIAN COORDINATES (ANGSTROEM)
O: 2.105 -0.020 0.032
C: 0.763 -0.074 0.015
N: 0.264 -1.272 -0.135
O: -1.094 -1.127 -0.165
C: -1.384 0.165 -0.030
C: -0.267 0.923 0.114
H: 2.325 -0.971 -0.040
H: -2.438 0.386 -0.087
H: -0.274 1.991 0.296

***

Computed, not measured: C3H7O2Tb as an isolated structure at a distorted geometry, with ωB97M-V with the def2-TZVPD basis set.

ΔE to the lowest compared entry with this formula, charge and spin in kJ/mol: 0.00
Multiplicity: 7
Gap between HOMO and LUMO (spin up / spin down) in eV: 8.408 / 8.774
E in Eh: -1092.70036
HOMO energy (spin up / spin down) in eV: -18.4 / -18.3
Lowest unoccupied orbital energy (spin up / spin down) in eV: -10.034 / -9.557
Expectation value of S²: 12.752
Charge: +2

CARTESIAN COORDINATES (ANGSTROEM)
O: 2.230 0.087 -0.116
C: 1.673 -0.991 0.024
C: 0.188 -1.089 0.058
O: -0.344 0.209 -0.057
C: -1.774 0.272 -0.039
Tb: 1.147 1.997 -0.221
H: 2.252 -1.925 0.090
H: -0.115 -1.571 1.005
H: -0.146 -1.741 -0.768
H: -2.146 -0.115 0.919
H: -2.053 1.324 -0.152
H: -2.178 -0.316 -0.872
H: 1.267 3.860 0.131

***

Question: E of number 2 (C6H15N3)?
Answer: -401.76575 Eh

***

Question: Which of these has the lowest E?
Answer: C21H14Cl2F6N3O6S3Sr

***

Question: Among the records above, which one has the highest E?
Answer: C3H3NO2

***

Question: Which of these has the highest E?
Answer: C3H3NO2